[1]
{"formula": "C20H20BrClO6", "method": "ωB97M-V with the def2-TZVPD basis set", "e_lumo_ev": -2.1, "homo_lumo_gap_ev": 7.3, "homo_energy_ev": -9.4, "smiles": "CC[C@@H](Cl)C1=C(C)C(=O)c2cccc(CC(=O)Br)c2C1=O.C[C@@H]1COC(=O)O1", "charge": 0, "elements": ["C", "C", "C", "C", "H", "C", "C", "C", "H", "O", "H", "C", "Cl", "C", "H", "H", "C", "C", "H", "H", "O", "H", "C", "H", "O", "H", "H", "Br", "H", "C", "H", "H", "O", "O", "H", "C", "C", "C", "H", "H", "C", "C", "C", "H", "H", "H", "O", "C"], "positions_angstrom": [[1.3383, -4.5521, -4.7954], [2.9611, 3.4632, 1.3776], [1.4776, -4.6529, -2.2766], [-4.2869, 2.2858, 2.6483], [5.0024, 2.9397, 2.2469], [0.4110, 2.6861, 1.1025], [-4.4699, -0.2569, 1.4751], [-1.7215, 3.6250, 2.6497], [1.5811, 3.9726, -0.3794], [2.7358, -7.7721, -1.7577], [0.5989, -3.7496, -4.8725], [-2.2317, -1.5304, 0.3317], [2.3744, 1.6855, -0.8599], [-1.8839, 1.0494, 1.5256], [-3.0442, -2.3955, 0.4482], [-1.2066, -1.9258, 0.7350], [-0.3235, 3.8324, 1.7607], [-2.6587, 2.3237, 2.2827], [2.4377, 3.5071, 2.4310], [-6.3638, 0.8974, 2.5242], [0.4627, 0.0250, 1.2093], [-0.5963, 6.1553, 2.1145], [-2.8383, -0.2265, 1.1190], [1.2666, -5.1859, -5.6857], [-3.4369, -1.0434, -1.8709], [2.3641, -4.0184, -2.3664], [0.0927, -5.7546, -3.5159], [-0.5346, -0.7934, -2.3299], [2.3388, -4.1054, -4.8098], [-5.2195, 0.9863, 2.2679], [-5.0980, -1.2056, 1.1649], [1.2002, 5.5249, 2.2567], [1.9950, -6.4885, -3.5049], [-1.9574, 4.5138, 3.6261], [3.3101, 4.5805, 1.1510], [-0.2647, 1.1689, 1.2556], [4.2419, 2.4442, 1.4716], [-2.2169, -1.1429, -1.2804], [4.8337, 2.3304, 0.4681], [0.4372, 5.6603, 0.5325], [0.1945, 5.4183, 1.6608], [1.8013, 3.0146, 0.2978], [2.2171, -6.7541, -2.1814], [3.9154, 1.4256, 1.9641], [0.6463, -4.0549, -1.8871], [-4.7825, 3.1899, 3.2128], [1.7791, -5.7230, -1.3968], [1.1211, -5.3737, -3.5412]], "nbo_charge": [-0.63, -0.43, -0.10, -0.17, 0.22, -0.09, -0.18, 0.51, 0.24, -0.57, 0.22, -0.54, -0.04, -0.09, 0.26, 0.29, -0.01, -0.10, 0.22, 0.25, -0.53, 0.27, 0.02, 0.23, -0.53, 0.19, 0.18, 0.03, 0.22, -0.21, 0.25, 0.24, -0.49, -0.53, 0.22, 0.52, -0.64, 0.47, 0.23, 0.23, -0.67, -0.22, 0.96, 0.23, 0.21, 0.26, -0.49, 0.06]}



[2]
{"formula": "C20H20BrN4O3SSn", "method": "ωB97M-V with the def2-TZVPD basis set", "relative_energy_kcal_mol": 19.0, "e_lumo_ev": -3.8, "homo_lumo_gap_ev": 7.0, "homo_energy_ev": -10.8, "charge": 1, "elements": ["O", "C", "N", "C", "N", "N", "C", "H", "H", "C", "H", "H", "Sn", "H", "C", "H", "H", "C", "H", "H", "H", "C", "S", "H", "H", "H", "C", "H", "Br", "C", "C", "C", "C", "N", "C", "O", "C", "C", "C", "C", "H", "H", "H", "C", "H", "C", "C", "O", "H", "H"], "positions_angstrom": [[10.5786, 7.5259, 14.2747], [6.7134, 5.2981, 12.9158], [12.6104, 9.5324, 12.0063], [6.8757, 6.5267, 12.1760], [10.1504, 9.4451, 13.1136], [7.4641, 8.9487, 10.9548], [10.9034, 8.4039, 13.4558], [9.5565, 10.4831, 14.7487], [7.0753, 4.4493, 12.2885], [8.3106, 7.9283, 10.8865], [12.8476, 10.3390, 12.6396], [11.8269, 14.6775, 6.4913], [10.4254, 10.1052, 11.1927], [5.1419, 7.4902, 12.8343], [6.2356, 8.7441, 11.4879], [9.5428, 14.9186, 7.4373], [12.1668, 7.5088, 11.9558], [8.7687, 12.2009, 9.4094], [14.2188, 11.2183, 7.5440], [13.0535, 8.0371, 13.4821], [8.7776, 6.1013, 11.5175], [8.3294, 11.0234, 13.1255], [9.9559, 7.9455, 10.1963], [5.6669, 5.1604, 13.1563], [7.2992, 5.3346, 13.8733], [7.6213, 13.6746, 8.3635], [9.0909, 9.9414, 13.8914], [8.4748, 9.1036, 14.2240], [12.3914, 9.3785, 8.8109], [5.2277, 9.8133, 11.2418], [11.9749, 13.7629, 7.0961], [9.6815, 13.9531, 7.9349], [10.9061, 13.2566, 7.8847], [8.0276, 6.7703, 11.5208], [12.2203, 11.2244, 8.3280], [8.9630, 11.4293, 12.0678], [8.6023, 13.2991, 8.5480], [12.2899, 8.2936, 12.7420], [13.1387, 13.0632, 7.0353], [13.2908, 11.7846, 7.6136], [7.9160, 11.7698, 9.9271], [4.2637, 9.3603, 11.3640], [5.3013, 10.3277, 10.2220], [10.0424, 11.5658, 9.5274], [13.9644, 13.4188, 6.4290], [5.9730, 7.5697, 12.1717], [11.0370, 11.9523, 8.5906], [7.1963, 11.4199, 13.4823], [13.3654, 9.3360, 11.3068], [5.2744, 10.6108, 12.0046]], "nbo_charge": [-0.63, -0.68, -0.85, 0.34, -0.80, -0.48, 0.65, 0.23, 0.25, 0.34, 0.42, 0.23, 1.89, 0.25, 0.38, 0.23, 0.23, -0.19, 0.24, 0.25, 0.44, 0.79, -0.21, 0.26, 0.28, 0.23, -0.35, 0.23, 0.08, -0.69, -0.15, -0.15, -0.06, -0.50, -0.10, -0.81, -0.21, -0.33, -0.22, -0.21, 0.25, 0.23, 0.26, -0.37, 0.23, -0.30, -0.03, -0.64, 0.43, 0.30]}



[3]
{"formula": "C20H20Cl2N4O5", "method": "ωB97M-V with the def2-TZVPD basis set", "relative_energy_kcal_mol": 0.4, "e_lumo_ev": -0.7, "homo_lumo_gap_ev": 8.3, "homo_energy_ev": -9.0, "smiles": "O=C(Nc1c(Cl)cc(Cl)cc1C(=O)NCCN1CCOCC1)c1cccc([N+](=O)[O-])c1", "charge": 0, "elements": ["C", "C", "N", "H", "C", "C", "C", "H", "O", "N", "N", "C", "H", "H", "C", "C", "H", "H", "C", "C", "O", "C", "N", "O", "C", "C", "H", "C", "H", "Cl", "H", "H", "H", "H", "H", "H", "O", "C", "C", "C", "H", "H", "C", "C", "H", "H", "H", "O", "H", "Cl", "C"], "positions_angstrom": [[3.5051, -1.5902, 2.2918], [-0.4214, 0.3415, -4.2252], [-0.3284, -0.2640, -2.9064], [-0.6728, 1.8660, -1.6283], [-3.8827, 2.3109, 3.5680], [-3.2079, 1.7077, 4.6191], [-3.3526, 2.3116, 2.2869], [5.0365, -1.8404, 0.8254], [-0.9206, -0.7065, 0.9624], [-0.2556, 0.3775, 2.8376], [-2.2328, 1.5251, -0.3540], [0.9092, 0.1542, -4.9549], [1.8432, -1.2911, 3.5894], [-3.8680, 2.8224, 1.4887], [2.1976, -1.2156, 2.5714], [-2.0049, 1.0726, 4.3666], [-3.6160, 1.7270, 5.6167], [-1.4107, -0.6569, -1.1994], [-0.0125, -1.6761, -3.0552], [1.8802, -0.7601, 0.2294], [-0.3129, 2.2212, 0.6245], [-1.4555, 1.8179, 0.7085], [4.3537, -2.0320, 3.3746], [5.4712, -2.4057, 3.0961], [1.3123, -1.8103, -3.8053], [-2.1368, 1.6904, 2.0444], [1.2309, -0.4270, -0.5663], [3.1907, -1.1249, -0.0304], [-1.2305, -0.1189, -4.8208], [-5.3910, 3.0860, 3.8690], [0.8512, 0.5463, -5.9715], [1.5567, -2.8602, -3.9750], [-2.4318, -0.3938, -2.6349], [-3.1046, 1.0462, -0.1885], [-0.7994, -2.2090, -3.6178], [3.5731, -1.0836, -1.0381], [1.2471, -1.2073, -5.0752], [4.0128, -1.5456, 0.9993], [-1.4587, 1.0427, 3.0826], [-1.5215, -0.0581, -2.1065], [2.1098, -1.3386, -3.2112], [-2.2882, 1.9736, -2.3793], [-1.6646, 1.4109, -1.6792], [1.3812, -0.7974, 1.5312], [0.0766, -2.1287, -2.0654], [-0.6249, 1.4074, -4.1185], [0.4704, 0.4737, 3.5334], [3.8930, -1.9979, 4.4953], [1.6973, 0.6863, -4.4008], [-1.1540, 0.3090, 5.6616], [-0.0386, -0.3884, 1.7342]], "nbo_charge": [0.08, -0.26, -0.44, 0.24, -0.04, -0.23, -0.21, 0.25, -0.62, -0.62, -0.60, -0.07, 0.25, 0.24, -0.19, -0.06, 0.25, 0.24, -0.25, -0.08, -0.62, 0.69, 0.52, -0.37, -0.07, -0.12, 0.23, -0.23, 0.17, 0.03, 0.20, 0.20, 0.16, 0.40, 0.17, 0.23, -0.52, -0.19, 0.21, -0.24, 0.16, 0.19, -0.24, -0.17, 0.21, 0.21, 0.42, -0.38, 0.17, 0.02, 0.70]}



[4]
{"formula": "C20H20CrO5PS4", "method": "ωB97M-V with the def2-TZVPD basis set", "e_lumo_ev": [-0.9, -0.1], "homo_lumo_gap_ev": [6.3, 7.2], "homo_energy_ev": [-7.2, -7.3], "spin_multiplicity": 4, "charge": 0, "elements": ["C", "H", "H", "C", "P", "H", "H", "C", "C", "C", "C", "O", "H", "H", "H", "O", "H", "H", "Cr", "O", "C", "H", "S", "H", "S", "O", "C", "C", "H", "H", "C", "H", "C", "H", "C", "C", "S", "H", "H", "C", "C", "H", "O", "C", "H", "H", "C", "S", "C", "C", "C"], "positions_angstrom": [[2.8180, -1.6500, 2.7094], [3.1695, 4.8250, -0.1697], [-2.6966, 1.0875, 3.3260], [3.0351, -1.5729, 5.1059], [-2.9574, 1.6504, 1.0356], [-5.0757, 0.5443, 1.0680], [1.7265, 2.8872, 0.2780], [-3.6205, 3.0823, 0.2008], [2.5435, -0.4518, 0.1553], [-4.0690, 0.2959, 0.7271], [3.2912, 1.7154, 1.1677], [-1.5502, 1.3767, 0.5540], [-3.6980, -0.5900, 1.2433], [-3.6727, 2.8644, -0.8662], [0.7690, 0.9925, 2.3642], [1.4040, -0.8537, -0.3455], [2.7730, -2.2298, 1.7972], [5.0536, 0.7931, 1.9663], [-0.2480, -0.0681, 0.1227], [-3.2053, -6.0583, -0.5380], [2.4312, 0.4842, 1.3792], [-3.9855, 2.2916, 3.1121], [-2.6689, -3.7529, -1.7044], [-2.2802, 2.7887, 3.0159], [-1.6678, -0.9188, -1.5069], [1.0234, 0.9000, 1.4381], [2.7218, -0.2643, 2.6677], [2.7717, 2.8500, 0.5554], [2.9933, 0.3848, 5.9879], [2.7473, 1.5458, 3.8280], [5.4499, 2.7773, 1.2610], [6.4972, 2.7385, 1.5303], [-1.7088, -2.7439, 0.5425], [3.0542, -3.3773, 3.9477], [2.7852, 0.4617, 3.8569], [4.6372, 1.6834, 1.5142], [-1.0171, -1.5896, 1.6752], [3.1590, -2.0847, 6.0514], [-2.9564, 3.9334, 0.3528], [-2.9887, 1.9914, 2.7890], [3.5854, 3.9464, 0.3060], [5.5610, 4.7671, 0.4642], [3.6357, -0.7828, -0.2300], [-1.9712, -2.4707, -0.7414], [-4.6158, 3.3261, 0.5720], [-4.0731, 0.0873, -0.3435], [2.9787, -2.2983, 3.9260], [-2.0749, -4.3523, 1.1252], [2.9368, -0.1885, 5.0719], [-2.7599, -4.9536, -0.3996], [4.9256, 3.9133, 0.6602]], "nbo_charge": [-0.12, 0.21, 0.27, -0.20, 2.00, 0.25, 0.21, -1.01, 0.77, -1.04, -0.06, -1.11, 0.28, 0.27, 0.52, -0.71, 0.23, 0.22, 1.17, -0.56, 0.09, 0.25, 0.34, 0.25, -0.17, -0.72, -0.07, -0.21, 0.22, 0.22, -0.22, 0.22, -0.41, 0.22, -0.24, -0.13, -0.16, 0.22, 0.26, -1.02, -0.21, 0.22, -0.59, -0.39, 0.25, 0.28, -0.21, 0.33, -0.20, 0.20, -0.21]}